Entry 1:
A 5-piece molecular cluster, C75H46F2N2O10S overall, computed with wB97M-V/def2-TZVPD.

Last column: Mulliken charge in e.
Cartesian coordinates (Å):
C  1.24019  1.03738  -3.76650  -0.212
C  0.88902  0.59376  -2.70842  -0.480
C  0.50478  -0.14306  -1.50228  -0.175
N  1.03379  0.45046  -0.22464  0.147
C  1.41216  -0.61200  0.66521  -0.469
C  0.57034  -0.98130  1.70273  -0.550
C  0.90393  -2.02143  2.56056  -0.819
C  2.10484  -2.69852  2.39204  -0.747
C  2.96965  -2.32658  1.37295  -0.588
C  2.62228  -1.29354  0.51986  1.101
S  3.71023  -0.78596  -0.79498  -0.309
C  3.40833  0.95578  -0.70062  0.737
C  4.41387  1.88864  -0.89728  -0.965
C  4.15017  3.25015  -0.79772  1.560
C  5.32326  4.18794  -1.01160  -1.970
C  5.85709  4.79697  0.30097  -0.342
F  4.87274  4.82497  1.28009  -0.264
C  2.85640  3.67864  -0.46467  0.953
C  2.40765  5.08238  -0.20532  0.127
O  1.44700  5.30289  0.49656  -0.634
N  3.03435  6.18028  -0.83587  -0.155
C  2.73024  7.39149  -0.13097  0.502
O  3.39491  7.83866  0.73921  -0.462
F  1.66460  8.02135  -0.59745  -0.210
C  1.86115  2.72333  -0.27861  -0.499
C  2.11523  1.37235  -0.41110  -1.368
H  1.62277  1.42452  -4.68007  0.437
H  -0.58670  -0.11823  -1.42946  0.420
H  0.79671  -1.18767  -1.61287  0.303
H  -0.36551  -0.44983  1.82668  0.465
H  0.21455  -2.29011  3.35008  0.516
H  2.34585  -3.50591  3.07074  0.551
H  3.91796  -2.83643  1.25017  0.529
H  5.41643  1.54683  -1.12107  0.389
H  5.09588  4.94493  -1.76158  0.588
H  6.13302  3.59753  -1.44074  0.421
H  6.67597  4.18492  0.67672  0.344
H  6.18851  5.82821  0.16734  0.289
H  4.04472  6.12805  -0.84404  0.207
H  0.85408  3.02356  -0.02556  0.639
O  6.17024  -4.42478  2.23484  -0.678
C  6.83755  -5.41047  1.99847  0.481
C  6.85170  -6.56970  2.93352  0.243
C  6.06914  -6.52223  4.08069  -0.563
C  6.04655  -7.60238  4.94640  -0.508
C  6.80488  -8.73526  4.67000  -0.471
C  7.59588  -8.78294  3.53456  -0.585
C  7.62576  -7.70028  2.66457  0.257
C  8.49574  -7.76480  1.45608  0.542
O  9.20533  -8.72600  1.24768  -0.662
C  8.46347  -6.61396  0.50941  0.296
C  9.23813  -6.66494  -0.64267  -0.614
C  9.20170  -5.61665  -1.54640  -0.465
C  8.39118  -4.51241  -1.30379  -0.580
C  7.62506  -4.45172  -0.15225  -0.654
C  7.66036  -5.49953  0.75984  0.308
H  5.48047  -5.63871  4.28601  0.503
H  5.43488  -7.56494  5.83823  0.412
H  6.77874  -9.58154  5.34376  0.398
H  8.19277  -9.65730  3.31472  0.476
H  9.86252  -7.52869  -0.82482  0.479
H  9.80372  -5.65914  -2.44453  0.393
H  8.35919  -3.69766  -2.01518  0.409
H  6.99560  -3.59475  0.04556  0.582
O  -0.75146  -4.42205  4.68772  -0.662
C  -1.23545  -5.51002  4.92263  0.459
C  -1.31131  -6.55438  3.86374  0.199
C  -0.79945  -6.27495  2.60219  -0.468
C  -0.83450  -7.24348  1.61353  -0.616
C  -1.37987  -8.49511  1.88044  -0.440
C  -1.90182  -8.77444  3.13222  -0.685
C  -1.87335  -7.80512  4.12694  0.387
C  -2.45420  -8.11871  5.46317  0.518
O  -2.98606  -9.18723  5.67830  -0.665
C  -2.35776  -7.08037  6.52853  0.174
C  -2.86102  -7.36070  7.79258  -0.584
C  -2.75873  -6.41794  8.80158  -0.469
C  -2.15294  -5.19073  8.55289  -0.538
C  -1.65840  -4.90230  7.29230  -0.479
C  -1.76160  -5.84321  6.27518  0.208
H  -0.37431  -5.30010  2.40373  0.586
H  -0.43381  -7.02550  0.63228  0.430
H  -1.39832  -9.25301  1.10837  0.392
H  -2.33255  -9.74278  3.34654  0.483
H  -3.32771  -8.31830  7.97781  0.472
H  -3.14959  -6.63872  9.78613  0.402
H  -2.06872  -4.45834  9.34491  0.404
H  -1.18975  -3.94919  7.08942  0.490
O  -2.82890  2.57515  -7.02959  -0.666
C  -3.59480  2.12601  -6.20231  0.464
C  -4.67154  1.17208  -6.59478  0.191
C  -4.77714  0.78166  -7.92399  -0.544
C  -5.75215  -0.12546  -8.30243  -0.477
C  -6.62597  -0.64796  -7.35454  -0.478
C  -6.53260  -0.25322  -6.03081  -0.561
C  -5.55889  0.66035  -5.64638  0.207
C  -5.48535  1.08428  -4.21844  0.554
O  -6.28850  0.67477  -3.40619  -0.664
C  -4.39592  2.01881  -3.82280  0.325
C  -4.28468  2.40244  -2.49144  -0.855
C  -3.26101  3.24773  -2.10001  -0.760
C  -2.34964  3.71992  -3.03755  -0.469
C  -2.46532  3.35416  -4.36508  -0.861
C  -3.48623  2.50256  -4.76654  0.482
H  -4.09112  1.19048  -8.65296  0.473
H  -5.83156  -0.43013  -9.33779  0.399
H  -7.38165  -1.36354  -7.65114  0.400
H  -7.21077  -0.64983  -5.28784  0.476
H  -5.00124  2.03378  -1.77057  0.512
H  -3.17282  3.54531  -1.06320  0.632
H  -1.54701  4.37746  -2.72857  0.678
H  -1.75964  3.72556  -5.09545  0.520
O  -6.61428  10.80636  -0.17725  -0.676
C  -6.28648  9.79085  -0.75426  0.571
C  -7.28777  8.97382  -1.49741  0.201
C  -8.60894  9.40114  -1.54307  -0.586
C  -9.54660  8.67161  -2.25414  -0.471
C  -9.16907  7.51245  -2.92419  -0.516
C  -7.85626  7.07584  -2.87241  -0.535
C  -6.91259  7.80144  -2.15607  0.160
C  -5.50871  7.30662  -2.09883  0.454
O  -5.18904  6.26800  -2.63731  -0.645
C  -4.50331  8.13221  -1.37213  0.238
C  -3.18067  7.70610  -1.33121  -0.903
C  -2.22706  8.47425  -0.68427  -0.487
C  -2.59156  9.67179  -0.07704  -0.560
C  -3.90937  10.09476  -0.10443  -0.668
C  -4.87096  9.32570  -0.74761  0.412
H  -8.89250  10.30558  -1.02276  0.475
H  -10.57479  9.00701  -2.29056  0.395
H  -9.90209  6.94888  -3.48633  0.404
H  -7.55446  6.17287  -3.38526  0.524
H  -2.90790  6.77565  -1.81072  0.716
H  -1.19727  8.14249  -0.65230  0.635
H  -1.84354  10.27288  0.42294  0.409
H  -4.20067  11.02135  0.37070  0.477

Properties
orbital gap	7.33	eV
total charge	0
total energy	-4345.52848	Eh

Entry 2:
C75H75AsHfN2O4S3Si as an isolated structure in a non-equilibrium geometry, computed with wB97M-V/def2-TZVPD.

Last column: Mulliken charge in e.
Cartesian coordinates (Å):
Hf  0.29632  0.62781  -0.69435  0.447
C  -0.13650  3.28469  8.66082  -1.525
C  -0.32585  2.99081  7.20336  0.849
C  -0.18052  1.69845  6.69998  -0.859
C  -0.36915  1.41855  5.35830  -0.327
C  -0.74235  2.44248  4.49742  0.573
C  -0.84960  3.74958  4.97304  -0.646
C  -0.63086  4.01766  6.31083  -1.028
S  -1.28239  2.33778  2.80072  0.016
O  -0.27334  1.65373  1.87535  -0.377
C  -2.70825  1.21769  2.69992  1.102
C  -3.80389  1.94382  2.16563  -0.495
C  -4.97661  1.33047  1.85069  -1.450
C  -5.08748  -0.07290  1.95037  1.488
C  -6.27962  -0.74404  1.59389  -1.137
C  -6.36624  -2.10370  1.67166  -0.929
C  -5.24717  -2.85342  2.08081  -0.741
C  -4.08781  -2.23218  2.44936  -0.840
C  -3.97878  -0.81747  2.43333  0.339
C  -2.78537  -0.14711  2.89389  -0.879
C  -1.88428  -1.01601  3.71942  -0.421
C  -2.46809  -1.42584  4.97126  1.606
C  -3.65665  -0.84452  5.48103  -1.120
C  -4.23342  -1.31811  6.62547  -0.863
C  -3.65544  -2.38537  7.33886  -0.800
C  -2.46692  -2.91067  6.92337  -1.112
C  -1.84303  -2.43539  5.74700  0.797
C  -0.59584  -2.94256  5.32831  -1.387
C  0.00478  -2.47415  4.20190  -0.968
C  -0.65246  -1.53857  3.36519  0.598
S  0.36827  -0.82807  2.06043  1.601
O  -0.49924  -0.76689  0.76168  0.855
C  1.51740  -2.15411  1.81202  -0.348
C  1.15896  -3.44516  1.44567  -0.015
C  2.15301  -4.36729  1.19382  -1.088
C  3.50445  -4.02626  1.31762  1.110
C  4.57175  -5.03294  1.00971  -1.806
C  3.83652  -2.73486  1.72034  -0.924
C  2.84873  -1.79500  1.95822  -0.221
H  -0.16860  2.37542  9.25745  0.376
H  -0.90573  3.96821  9.01861  0.390
H  0.82958  3.76644  8.82361  0.328
H  0.07473  0.88851  7.37238  0.408
H  -0.20551  0.41782  4.99955  0.421
H  -1.10919  4.55022  4.29082  0.509
H  -0.71082  5.03528  6.67181  0.426
H  -3.69862  3.01607  2.04477  0.407
H  -5.82554  1.90751  1.50484  0.488
H  -7.12739  -0.16134  1.25473  0.517
H  -7.28710  -2.61023  1.41588  0.439
H  -5.30705  -3.93351  2.11287  0.590
H  -3.24059  -2.83151  2.75241  0.527
H  -4.11460  -0.00656  4.97461  0.417
H  -5.14593  -0.86405  6.98869  0.484
H  -4.14514  -2.76638  8.22482  0.437
H  -1.97646  -3.69527  7.48592  0.514
H  -0.10416  -3.69624  5.93040  0.470
H  0.98893  -2.82997  3.94402  0.704
H  0.11313  -3.71837  1.36156  0.690
H  1.88733  -5.37637  0.90291  0.512
H  4.55587  -5.28354  -0.05322  0.322
H  4.40735  -5.95530  1.56725  0.453
H  5.55983  -4.64979  1.25705  0.389
H  4.87683  -2.45753  1.83865  0.422
H  3.10343  -0.78427  2.25708  0.503
C  1.91887  1.92586  -0.04000  -0.186
Si  2.84117  2.57129  -1.55659  -0.578
C  1.39502  2.81255  -2.80789  -0.686
N  0.42919  1.67185  -2.92312  1.817
C  0.98331  0.56312  -3.76585  2.622
C  0.56263  0.57576  -5.24072  -0.985
C  0.41857  1.99532  -5.77526  -0.990
C  -0.64356  2.74700  -4.95519  -0.908
C  -0.83145  2.14097  -3.55430  0.761
C  4.20036  1.40614  -2.13077  0.931
C  4.58290  1.30157  -3.46976  -0.217
C  5.71423  0.58837  -3.83875  -0.709
C  6.50917  -0.00203  -2.86844  -0.597
C  6.15428  0.10178  -1.53140  -0.841
C  5.00197  0.78312  -1.17112  -0.010
C  3.64396  4.25051  -1.31214  0.848
C  5.03549  4.37285  -1.32344  -0.466
C  5.64840  5.59496  -1.09184  -0.795
C  4.87942  6.72329  -0.84734  -0.636
C  3.49472  6.62328  -0.83713  -0.677
C  2.88742  5.39914  -1.06347  -0.499
H  1.55674  2.78404  0.53811  0.666
H  2.60820  1.38251  0.61847  0.399
H  1.78939  3.08422  -3.79042  0.297
H  0.82213  3.68179  -2.46792  0.578
H  0.64843  -0.38002  -3.34317  -3.085
H  2.06809  0.58085  -3.68331  -0.181
H  -0.39298  0.05888  -5.36515  0.188
H  1.30793  0.02500  -5.81573  0.652
H  0.13588  1.96708  -6.82695  0.592
H  1.38048  2.50798  -5.72294  0.235
H  -1.61052  2.69042  -5.45706  0.536
H  -0.38752  3.80397  -4.87794  0.319
H  -1.50028  1.28255  -3.62425  -0.064
H  -1.29397  2.88055  -2.91012  -1.125
H  4.01474  1.81276  -4.24166  0.374
H  5.99183  0.51548  -4.88274  0.472
H  7.40305  -0.54043  -3.15659  0.445
H  6.77992  -0.34316  -0.76670  0.459
H  4.74457  0.86617  -0.11952  0.234
H  5.64566  3.49842  -1.51775  0.274
H  6.72830  5.66430  -1.10465  0.434
H  5.35732  7.67682  -0.66637  0.392
H  2.89280  7.50399  -0.65251  0.438
H  1.80185  5.34016  -1.04603  0.238
C  -2.71300  -1.10208  -3.64723  -1.505
As  -1.74332  -1.05461  -1.92830  1.399
C  -3.36811  -1.05605  -0.83625  -1.694
C  -1.21522  -2.97574  -1.88409  0.082
C  -2.35481  -3.94531  -1.89563  -0.176
C  -2.92121  -4.37047  -0.69505  0.311
C  -3.97602  -5.26925  -0.68820  -0.638
C  -4.48993  -5.74771  -1.88474  -0.668
C  -3.92717  -5.34168  -3.08590  -0.829
C  -2.86173  -4.45375  -3.09006  -0.411
H  -3.46049  -1.88951  -3.58865  0.685
H  -2.02677  -1.32791  -4.46360  0.335
H  -3.20742  -0.15260  -3.84886  0.426
H  -3.89321  -2.00431  -0.93731  0.855
H  -4.03642  -0.26136  -1.17622  0.578
H  -3.11940  -0.89962  0.20958  -0.280
H  -0.60480  -3.09856  -0.99127  -0.501
H  -0.56655  -3.12878  -2.74787  0.537
H  -2.52071  -3.99030  0.24004  0.246
H  -4.39773  -5.60557  0.25068  0.448
H  -5.31843  -6.44323  -1.87878  0.423
H  -4.31650  -5.72380  -4.02045  0.421
H  -2.40578  -4.16387  -4.02980  0.463
N  -1.81937  1.94602  -0.45305  2.131
C  -2.21656  3.27112  -0.84601  -0.679
C  -3.43743  3.48355  -1.46798  -0.255
C  -3.78172  4.75918  -1.89066  -0.811
C  -2.91226  5.82119  -1.68915  -0.733
C  -1.69878  5.60630  -1.05040  -0.982
C  -1.34826  4.33394  -0.62747  0.378
H  -2.64279  1.35784  -0.36647  -0.518
H  -1.39060  2.00926  0.47073  -1.307
H  -4.11642  2.65134  -1.62477  0.495
H  -4.73581  4.92140  -2.37389  0.464
H  -3.18361  6.81522  -2.01683  0.445
H  -1.02594  6.43623  -0.87829  0.524
H  -0.40179  4.15789  -0.12319  0.582
O  4.93565  -4.14313  -6.68166  -0.474
C  5.25237  -4.11102  -5.37791  0.549
O  6.25733  -4.63042  -4.98715  -0.537
C  4.31945  -3.39363  -4.44368  1.024
C  4.76793  -3.20677  -3.13918  -1.147
C  3.98648  -2.56594  -2.20034  -1.025
C  2.72420  -2.09762  -2.54865  0.941
S  1.68982  -1.45779  -1.26410  0.654
C  2.25576  -2.30637  -3.84316  -1.084
C  3.04973  -2.93953  -4.78564  -1.272
H  4.11630  -3.68300  -6.88112  0.280
H  5.75013  -3.58419  -2.88622  0.561
H  4.33145  -2.43777  -1.18603  0.691
H  1.25349  -2.00198  -4.11632  0.169
H  2.63031  -3.10248  -5.77183  0.237

Properties
orbital gap	7.43	eV
relative energy (zero: lowest compared OMol25 entry of this formula, charge and spin)	206.93	kJ/mol
total charge	+2
total energy	-7080.93853	Eh

- The lowest total charge belongs to which entry?
  C75H46F2N2O10S